C23H40N2O3 | ωB97M-V with the def2-TZVPD basis set

Element x y z (Å)
C 0.755848 2.300415 4.705397
C 0.028958 2.145473 3.609528
C 0.187066 0.979384 2.678376
O 0.700201 1.294615 1.387198
C 0.195119 2.497753 0.824175
C 0.623624 2.505195 -0.632882
C -0.020387 1.286256 -1.275207
O -1.233822 1.137116 -1.314564
N 0.817178 0.368060 -1.815372
C 2.177665 -0.022988 -1.400765
C 1.710274 -1.496800 -1.404856
C 2.520053 -2.539918 -2.149597
C 1.784887 -3.880938 -2.115642
C 1.444969 -4.289021 -0.684494
N 0.712124 -3.226012 -0.008375
C -0.574111 -3.443327 0.407069
O -1.104914 -4.534249 0.268269
C -1.303627 -2.317634 1.139269
C -0.952635 -2.479612 2.623209
C -2.810011 -2.380289 0.854111
C -3.077725 -2.169264 -0.634916
C -3.567623 -1.328451 1.661308
C 1.427903 -1.968132 0.019404
C 0.407087 -1.014089 -2.085044
C 0.295628 3.818673 -1.392571
C 0.527205 3.592926 -2.889027
C 1.252252 4.915184 -0.914580
C -1.148464 4.273429 -1.168492
H 0.595886 3.129481 5.382419
H 1.534685 1.592575 4.966224
H -0.749893 2.864151 3.376359
H 0.871998 0.246156 3.105111
H -0.793647 0.499882 2.551327
H -0.899046 2.509187 0.881503
H 0.589817 3.365234 1.360121
H 1.710390 2.388749 -0.660660
H 2.926665 0.216074 -2.159181
H 2.487304 0.365299 -0.429727
H 2.694301 -2.219013 -3.179972
H 3.501953 -2.644226 -1.673174
H 0.854817 -3.804401 -2.687274
H 2.387230 -4.661066 -2.584810
H 0.832645 -5.185203 -0.658571
H 2.368494 -4.482255 -0.124986
H -0.964198 -1.337253 0.793177
H 0.129215 -2.463840 2.774554
H -1.385404 -1.684915 3.228550
H -1.328507 -3.436722 2.989531
H -3.158814 -3.376298 1.137690
H -2.755930 -1.169854 -0.944129
H -2.559930 -2.912661 -1.242908
H -4.144591 -2.254292 -0.848554
H -3.174372 -0.328106 1.452620
H -4.622503 -1.327816 1.382425
H -3.513450 -1.503120 2.735975
H 2.383105 -2.111796 0.542409
H 0.877851 -1.203933 0.562008
H -0.534084 -1.287361 -1.608983
H 0.348152 -1.231853 -3.153955
H -0.185742 2.874937 -3.297595
H 0.408351 4.532442 -3.432176
H 1.536494 3.218202 -3.079114
H 1.138907 5.122058 0.150756
H 2.292723 4.637061 -1.098995
H 1.052762 5.844155 -1.452518
H -1.321214 4.559665 -0.128609
H -1.353465 5.150525 -1.786325
H -1.853697 3.486373 -1.431456

Cartesian forces (eV/Å) of the 6 atoms listed first:
C -0.001 0.000 0.000
C 0.149 -0.023 0.053
C -0.267 -0.003 -0.108
O 0.245 0.112 0.125
C -0.124 -0.086 -0.070
C -0.003 0.003 -0.002

The orbital gap comes out at 9.69 eV. The electronic energy is -33623.1657 eV. The SMILES is C=CCOC[C@@H](C(=O)N1CC2(CCCN(C(=O)[C@H](C)C(C)C)C2)C1)C(C)(C)C. Its relative energy (zero: lowest compared OMol25 entry of this formula, charge and spin) is 177.2 kJ/mol.

Here are the Mulliken charges for atoms 1 to 2, given in e:
1. C -0.83
2. C -0.21